[1]
DFT (ωB97M-V/def2-TZVPD) results for C24H48LiO18 as an isolated structure at a distorted geometry.

Cartesian coordinates (Å):
O1 13.1875 13.9847 14.5386
O2 16.2702 17.4447 12.6488
O3 15.2087 8.5390 10.6626
O4 16.6974 15.2202 11.9957
O5 13.4025 14.8144 8.3330
O6 17.0927 16.0870 14.0682
O7 14.8417 13.2113 13.1474
O8 17.5602 10.3377 13.1031
O9 18.9089 12.0254 8.4832
O10 19.5094 11.4538 13.2184
O11 12.3658 13.6083 9.7566
O12 15.5018 10.8268 10.7960
O13 13.5129 9.7932 11.3886
O14 17.0918 12.9347 9.6821
O15 18.8672 14.1282 8.8777
O16 17.6371 12.5215 12.4336
O17 14.4941 14.1770 10.2551
O18 13.5098 11.7985 14.4915
C1 20.4036 12.5758 13.2469
C2 17.1245 8.2252 14.1229
C3 15.8292 18.0233 11.3997
C4 16.5232 8.3620 10.2196
C5 17.7926 14.9816 14.5524
C6 13.4531 15.3362 14.2086
C7 11.9471 8.3364 10.2919
C8 12.6952 8.6985 11.5401
C9 15.4415 14.7745 6.9994
C10 14.8186 9.8095 10.9826
C11 18.2789 15.3972 9.1221
C12 18.9836 16.3105 8.1110
C13 18.2317 11.4974 12.8522
C14 12.2462 12.7710 10.8431
C15 14.3108 15.5172 7.6107
C16 18.1851 9.2000 13.6512
C17 18.2049 12.9875 9.1576
C18 13.5123 14.1857 9.5258
C19 13.8982 13.0057 13.9388
C20 14.0209 9.6279 15.4683
C21 18.4093 10.7243 8.2976
C22 14.4480 10.7561 14.4987
C23 16.6900 16.1472 12.7914
C24 17.8665 14.9894 16.0634
Li1 16.0986 13.3335 11.5027
H1 11.2936 12.9216 11.3511
H2 13.4928 15.5240 13.1356
H3 13.8178 16.1830 6.9024
H4 18.6079 10.4632 7.2581
H5 18.7831 16.1561 7.0508
H6 12.5447 15.8522 14.5197
H7 18.7975 9.4898 14.5050
H8 17.3298 10.6715 8.4393
H9 20.0952 13.2669 14.0314
H10 12.9529 9.4588 15.3310
H11 16.1375 8.4073 13.6978
H12 18.5420 17.2860 8.3152
H13 17.5388 14.0271 14.0913
H14 11.1963 7.5473 10.3340
H15 17.1355 7.9356 15.1737
H16 11.3446 9.1594 9.9074
H17 16.5912 18.2813 10.6642
H18 18.7627 8.6637 12.8983
H19 14.2438 15.6890 14.8708
H20 15.2499 18.9316 11.5657
H21 17.2598 9.0371 10.6552
H22 12.2233 11.7379 10.4963
H23 12.7580 8.1174 9.5972
H24 17.2537 7.2876 13.5822
H25 14.3744 9.9385 16.4515
H26 18.8152 9.9544 8.9538
H27 15.9557 14.1303 7.7126
H28 20.5641 13.1043 12.3073
H29 15.2697 17.1826 10.9895
H30 16.4279 8.3605 9.1338
H31 18.4855 14.1561 16.3961
H32 16.7770 7.4074 10.6806
H33 20.0656 16.1988 8.1808
H34 16.1847 15.2906 6.3915
H35 12.8998 12.7365 11.7148
H36 17.1964 15.4356 9.0004
H37 16.9191 14.9061 16.5959
H38 15.0158 14.0182 6.3400
H39 21.3652 12.1945 13.5904
H40 15.4740 11.0657 14.6976
H41 18.4591 15.6470 10.1677
H42 14.3667 8.6354 15.1794
H43 13.3641 7.8807 11.8082
H44 14.4014 10.3817 13.4761
H45 14.8952 16.1386 8.2892
H46 18.8447 15.0655 14.2800
H47 18.4252 15.8303 16.4742
H48 11.9956 8.8942 12.3527

## Properties
- energy above the lowest of the compared OMol25 structures with the same formula, charge and spin (kJ/mol) = 385.9
- energy (eV) = -62721.6592
- total charge = +1

***

[2]
DFT (ωB97M-V/def2-TZVPD) results for a 4-piece molecular cluster, C24H48NO12 overall.

Cartesian coordinates (Å):
O1 -3.2314 2.4873 4.9293
O2 5.3366 1.6905 0.9747
O3 -1.0479 -5.0277 -5.9015
O4 -3.8388 -0.9233 1.9600
O5 0.6855 -6.4495 -6.1557
O6 7.1073 1.4980 2.3714
O7 0.9822 -4.6723 -4.9648
O8 -3.7790 2.4304 7.1244
O9 -1.1221 0.8495 0.4541
O10 0.4235 -0.7257 -2.8936
O11 7.0977 0.3486 0.5413
O12 -3.0315 0.6290 6.1956
N1 -0.0112 0.2528 -2.2031
C1 -2.2542 -0.2122 -3.0407
C2 6.4092 1.2256 1.2714
C3 -2.3464 0.6669 1.1392
C4 -1.6948 -1.7748 1.1382
C5 -2.5870 -0.0721 5.0252
C6 0.4199 2.2004 -0.7460
C7 1.6409 0.0010 -0.4311
C8 5.4359 1.6946 4.1417
C9 1.0430 0.9815 -1.4404
C10 2.1411 1.4311 -2.4073
C11 -0.3213 -3.8532 -3.0732
C12 0.4736 -3.4870 -4.3066
C13 -3.3073 1.9149 5.9886
C14 -2.8194 -0.7713 0.9702
C15 -1.0349 1.9943 -0.3778
C16 6.4708 2.4032 3.2981
C17 -0.1678 -7.2867 -6.9417
C18 -1.8590 1.8616 -1.6508
C19 -5.6095 3.8932 6.4364
C20 -1.2680 0.9047 -2.7154
C21 0.1065 -5.3261 -5.7188
C22 -0.9079 1.6746 -3.9947
C23 6.4575 -0.0371 -0.6815
C24 -4.2271 3.7984 7.0411
H1 2.8514 2.0578 -1.8658
H2 -1.2290 -4.3929 -3.3416
H3 1.0150 2.4234 0.1406
H4 -1.9480 2.8617 -2.0812
H5 -1.0282 -1.4878 1.9541
H6 -3.3915 -0.1654 4.2990
H7 6.0330 3.2282 2.7377
H8 -0.9818 -7.6791 -6.3339
H9 -2.1113 -2.7591 1.3617
H10 -3.2655 -0.8794 -0.0259
H11 1.7371 2.0036 -3.2420
H12 4.6095 1.3436 3.5259
H13 6.2165 0.8397 -1.2793
H14 -2.2788 -1.0529 5.3750
H15 2.6667 0.5656 -2.8073
H16 -0.5878 -2.9427 -2.5367
H17 7.2934 2.7769 3.9040
H18 -3.0022 0.1385 -3.7510
H19 -2.8749 1.5495 -1.4018
H20 0.4665 -8.0939 -7.2945
H21 -6.3145 3.2802 6.9981
H22 -0.3728 2.5985 -3.7766
H23 -0.5857 -6.7298 -7.7781
H24 -2.2110 0.8685 2.2073
H25 1.6558 -1.0006 -0.8570
H26 -0.1166 -2.9115 -5.0173
H27 7.1756 -0.6684 -1.1948
H28 5.0404 2.3849 4.8881
H29 5.8825 0.8468 4.6615
H30 -4.2189 4.1397 8.0742
H31 -0.2939 1.0487 -4.6434
H32 -1.3922 2.8657 0.1856
H33 -3.5006 4.3719 6.4671
H34 0.4744 3.0748 -1.4002
H35 -1.8250 1.9349 -4.5270
H36 -1.7344 -1.0571 -3.4860
H37 -3.1151 1.3541 0.7725
H38 0.2827 -4.4767 -2.4124
H39 -5.9518 4.9285 6.4701
H40 -5.5991 3.5675 5.3975
H41 -1.7472 0.4512 4.5709
H42 1.0751 -0.0127 0.4973
H43 -2.7713 -0.5524 -2.1428
H44 -1.1012 -1.8466 0.2276
H45 -4.2692 -1.7813 1.8487
H46 2.6712 0.2866 -0.2059
H47 5.5432 -0.5906 -0.4727
H48 1.3649 -2.9232 -4.0457

## Properties
- energy (eV) = -51725.6195
- multiplicity = 2
- expectation value of S² = 0.7541

***

[3]
DFT (ωB97M-V/def2-TZVPD) results for a 8-piece molecular cluster, C24H48O24 overall at a distorted geometry.

Cartesian coordinates (Å):
O1 -2.0554 -0.8896 -3.8732
O2 -0.1694 -0.8802 -2.6599
O3 1.3716 4.4731 -4.7838
O4 -1.6690 0.1334 2.5615
O5 -3.7392 -0.4870 3.3831
O6 -2.3064 0.7223 4.6112
O7 -4.3060 -5.9304 -0.9210
O8 5.5926 -0.2099 0.4260
O9 -0.4135 0.6229 -4.1572
O10 3.4454 4.0697 -3.9280
O11 0.0254 -2.3643 4.2880
O12 2.1659 -2.3211 4.7678
O13 -2.8165 -4.7969 0.3227
O14 -3.5911 3.1985 0.0543
O15 1.3673 -3.8434 3.3362
O16 3.9478 -0.5192 -1.1116
O17 4.7511 1.4743 -0.7998
O18 -4.5450 1.4509 -0.9764
O19 -4.8864 -5.3645 1.0640
O20 1.3546 2.8892 0.7920
O21 1.5592 1.6482 2.6518
O22 1.6791 2.6804 -3.6681
O23 1.6565 0.7429 0.5482
O24 -2.4808 2.0864 -1.5603
C1 1.1983 -2.9364 4.0934
C2 2.2724 3.7965 -4.0849
C3 -1.3163 2.8968 -1.3828
C4 -0.9379 1.1999 -5.3385
C5 -3.3223 -6.3743 -1.8836
C6 -1.0736 -3.1626 3.7154
C7 -0.9717 -0.3813 -3.5673
C8 5.6740 2.4677 -0.1935
C9 5.7431 -1.5585 0.8613
C10 4.7072 0.1492 -0.5115
C11 0.9357 4.0276 1.5543
C12 2.0033 -1.1292 5.5639
C13 -3.5422 2.3238 -0.7558
C14 -0.6013 -2.1252 -2.1233
C15 -3.8851 -5.2907 0.1233
C16 -2.0405 -0.2885 1.2495
C17 -4.7085 -4.6612 2.2743
C18 -1.0287 1.3453 4.7504
C19 -4.5278 0.7379 -2.1971
C20 -2.6600 0.0409 3.4847
C21 1.8356 5.7475 -5.2915
C22 2.4619 1.7224 -2.8197
C23 1.4929 1.7507 1.4888
C24 1.7595 -0.5630 1.1380
H1 5.1084 -2.1910 0.2743
H2 1.1517 6.0940 -6.1004
H3 -1.3439 0.3331 -5.9579
H4 2.8577 2.2356 -1.9378
H5 0.9955 3.8534 2.5929
H6 -0.8824 2.2527 4.2017
H7 2.0772 -1.1916 0.2975
H8 -3.0911 -0.0071 0.9772
H9 -1.1489 -4.1768 4.1575
H10 -0.2466 0.6186 4.6657
H11 -5.4272 0.1491 -2.1838
H12 2.8481 -1.1304 6.2043
H13 0.2765 -2.5044 -1.6610
H14 -1.7687 1.9297 -5.0855
H15 -0.8848 -3.3336 2.6784
H16 -5.6484 -4.7046 2.7914
H17 -3.8778 -6.5782 -2.7450
H18 1.0538 -1.1881 6.0336
H19 -1.4370 0.2870 0.5151
H20 2.8949 5.6285 -5.7254
H21 -2.8194 -7.2687 -1.6732
H22 -4.3928 -3.6033 2.1269
H23 -0.6152 2.7540 -2.2065
H24 -0.8731 2.6123 -0.4210
H25 5.9395 3.2368 -0.9502
H26 -1.8470 -1.3382 1.1534
H27 6.5374 1.9480 0.1743
H28 -0.1019 1.7818 -5.7818
H29 2.4995 -0.5899 1.9222
H30 -1.6420 3.9612 -1.3726
H31 -0.0464 4.4623 1.2989
H32 -1.0135 1.7429 5.7939
H33 0.7687 -0.9095 1.5240
H34 6.7409 -1.8916 0.6037
H35 1.6428 4.8132 1.3330
H36 5.0755 2.9068 0.6668
H37 -0.8325 -2.8024 -2.8982
H38 1.8778 6.4835 -4.4519
H39 5.5202 -1.6454 1.9524
H40 1.6556 1.0672 -2.5726
H41 -4.6149 1.4855 -3.0121
H42 3.3485 1.2280 -3.3159
H43 -3.8660 -4.9904 2.8034
H44 1.9889 -0.1619 4.8940
H45 -2.0467 -2.5563 3.8475
H46 -3.6573 0.1560 -2.3388
H47 -2.6258 -5.5400 -2.1175
H48 -1.5132 -2.0380 -1.4901

## Properties
- energy above the lowest of the compared OMol25 structures with the same formula, charge and spin (kJ/mol) = 241.1
- energy (eV) = -74804.2483
- SMILES = COC(=O)OC.COC(=O)OC.COC(=O)OC.COC(=O)OC.COC(=O)OC.COC(=O)OC.COC(=O)OC.COC(=O)OC

***

[4]
DFT (ωB97M-V/def2-TZVPD) results for a 9-piece molecular cluster, C24H48O27S6 overall at a distorted geometry.

Cartesian coordinates (Å):
S1 -4.2523 -6.2743 -4.7839
S2 -7.8620 5.4039 3.3270
S3 0.0429 0.3141 -0.9061
S4 8.6550 4.4279 -1.1573
S5 -0.1782 -9.4609 3.4385
S6 3.8095 0.2624 -9.4800
O1 -1.6479 -9.6817 2.7840
O2 -4.2010 -5.2765 -3.4994
O3 7.5814 5.3332 -1.6252
O4 -1.8014 7.7152 -2.3154
O5 -7.7677 6.7553 3.8409
O6 9.2859 3.6292 -2.4595
O7 4.1441 -2.2798 6.7377
O8 -7.8953 5.5643 1.7125
O9 4.0514 -0.6585 -8.3300
O10 -5.6503 -5.5147 -5.3331
O11 9.7078 4.8847 -0.2346
O12 -4.5209 -7.6146 -4.3049
O13 0.7557 1.3522 0.1885
O14 -1.4656 0.5150 -0.9910
O15 -8.8523 4.4385 3.8261
O16 5.2636 0.7043 -10.1115
O17 -0.1986 -7.8465 2.8417
O18 -6.3109 4.7283 3.2007
O19 3.4343 -0.7111 -10.8209
O20 -0.2920 -9.4502 4.8837
O21 0.8452 0.4178 -2.1747
O22 8.0083 2.9019 -0.7857
O23 0.8232 -10.2312 2.7883
O24 -7.0839 -2.4418 7.0299
O25 2.8603 1.3755 -9.3786
O26 0.4295 -0.9842 0.0805
O27 -3.1447 -6.0402 -5.7016
C1 5.7409 -0.2401 -11.0919
C2 -6.6419 5.9330 1.2077
C3 5.3791 -2.8929 6.3006
C4 -4.6373 -3.9503 -3.8845
C5 -5.8166 -4.2332 -4.7620
C6 -1.9266 -8.8127 1.7245
C7 0.4466 7.4219 -3.1119
C8 -0.5694 6.8765 -4.0982
C9 -0.4249 7.7990 -1.8707
C10 8.3711 2.7101 -3.0154
C11 -1.4083 -7.4583 2.1721
C12 4.4831 -0.7031 -11.7689
C13 -4.8706 -2.0267 7.7718
C14 -5.6056 5.1779 2.1003
C15 -6.2287 -2.2507 5.7922
C16 1.4447 0.7137 1.2935
C17 -4.9847 -1.5267 6.3644
C18 5.5713 -0.4884 6.2790
C19 4.3237 -0.8314 7.0552
C20 -6.3213 -2.0542 8.1949
C21 -1.8868 7.6593 -3.6978
C22 7.4993 2.2975 -1.8767
C23 1.5891 -0.6862 0.7405
C24 6.3800 -1.7509 6.3323
H1 -6.4516 6.9952 1.3611
H2 -6.7885 -1.7782 4.9851
H3 -6.5706 -0.9999 8.3147
H4 -5.1158 -0.4457 6.3175
H5 6.9911 -1.6150 7.2246
H6 5.6461 -3.7395 6.9330
H7 -0.4111 7.2931 -0.9053
H8 -4.1688 -1.6823 5.6585
H9 -1.4408 -9.0776 0.7855
H10 -4.2722 -1.4711 8.4938
H11 -4.4805 -3.0444 7.7892
H12 4.4364 -0.6022 8.1149
H13 6.1298 -1.0436 -10.4664
H14 6.5280 2.7880 -1.9417
H15 3.4965 -0.2063 6.7188
H16 7.3715 1.2186 -1.7893
H17 -0.2339 7.0273 -5.1243
H18 2.4372 -0.6750 0.0559
H19 -1.9221 -7.0437 3.0393
H20 -6.5049 5.6835 0.1555
H21 -6.0688 -3.4829 -5.5114
H22 -6.3897 -2.7088 9.0638
H23 2.2836 1.3637 1.5420
H24 -5.8603 -3.0911 5.2039
H25 -2.9662 -8.8231 1.3971
H26 -5.1064 4.3217 1.6468
H27 0.7269 0.7977 2.1095
H28 -6.6834 -4.3152 -4.1063
H29 4.1504 0.0535 -12.4794
H30 -1.8039 8.6906 -4.0407
H31 4.5216 -1.6622 -12.2855
H32 7.1689 -1.7931 5.5814
H33 -1.4090 -6.7319 1.3595
H34 -4.7942 5.8783 2.2985
H35 -5.0147 -3.3051 -3.0912
H36 1.8241 -1.5072 1.4178
H37 -2.8539 7.2841 -4.0327
H38 7.8675 3.2677 -3.8051
H39 -3.8041 -3.4790 -4.4059
H40 6.0585 0.4139 6.6488
H41 -0.1004 8.8221 -1.6808
H42 5.1967 -0.3686 5.2625
H43 0.9593 8.3244 -3.4447
H44 -0.7925 5.8345 -3.8690
H45 5.2144 -3.1122 5.2456
H46 1.2476 6.7279 -2.8574
H47 8.8404 1.8669 -3.5222
H48 6.4327 0.2120 -11.8026

## Properties
- energy above the lowest of the compared OMol25 structures with the same formula, charge and spin (kJ/mol) = 688.6
- energy (eV) = -145946.3361
- SMILES = O=S1(=O)OCCO1.O=S1(=O)OCCO1.O=S1(=O)OCCO1.O=S1(=O)OCCO1.O=S1(=O)OCCO1.O=S1(=O)OCCO1.C1CCOC1.C1CCOC1.C1CCOC1

***

[5]
DFT (ωB97M-V/def2-TZVPD) results for a 3-piece molecular cluster, C24H49F3N5O7 overall at a distorted geometry.

Cartesian coordinates (Å):
F1 -6.4288 5.1751 -1.0957
F2 -5.2799 4.5791 1.0277
F3 -6.0773 6.7942 0.6355
O1 -1.6362 -7.7803 1.4244
O2 3.8319 1.6602 -0.0736
O3 -4.1604 6.0592 -0.5672
O4 -4.2697 -2.0029 2.5464
O5 -5.0711 0.0385 -2.8543
O6 -1.4185 -3.3297 0.6677
O7 6.7941 2.3955 -3.4070
N1 0.1944 -5.5348 2.2653
N2 -1.9491 3.9447 0.1306
N3 -2.7361 2.9902 -0.5570
N4 -2.5530 1.6983 -0.2213
N5 6.3965 3.4371 -0.6039
C1 5.7659 3.0543 0.6647
C2 -3.6422 3.6788 -1.5516
C3 -3.7418 5.3279 -1.7729
C4 -0.9718 -7.6868 2.6917
C5 -4.3462 1.1030 -2.1096
C6 7.4431 2.5047 -1.0485
C7 -1.0991 -3.3141 2.0600
C8 5.0205 1.7032 0.7178
C9 -4.5324 -1.6194 0.0479
C10 7.8466 2.7713 -2.5084
C11 -4.6045 2.6771 -2.4842
C12 0.4258 2.7585 0.3614
C13 4.0498 1.3785 -1.4494
C14 0.1951 -4.0754 2.4196
C15 -0.9605 3.3618 1.0808
C16 -0.7950 -6.2180 3.1118
C17 -2.0977 -4.4996 0.2319
C18 6.1491 3.5035 -4.0188
C19 -5.4633 5.6043 -0.0579
C20 -4.8897 -1.0634 1.5649
C21 -3.1233 -0.9574 -0.5636
C22 -3.3134 0.6527 -0.9371
C23 0.8358 1.2641 0.8946
C24 -0.7876 -8.2129 0.3705
H1 1.3093 3.5326 0.3963
H2 -0.0150 -8.2253 2.6986
H3 -6.0423 -0.9400 1.7559
H4 5.5216 3.1252 -4.8304
H5 5.4984 4.0135 -3.3025
H6 -2.2590 -1.0620 0.2530
H7 -4.3682 -2.7856 0.1008
H8 4.8971 0.7069 -1.6102
H9 -0.4651 -6.1770 4.1558
H10 -0.5392 4.2875 1.7132
H11 6.5236 3.0762 1.4570
H12 6.8709 4.2088 -4.4362
H13 -1.7754 -5.7384 3.0439
H14 0.4808 -3.8289 3.4491
H15 -0.1053 -7.4117 0.0724
H16 -2.6633 5.6755 -2.1027
H17 -5.3260 3.0842 -3.3134
H18 8.3220 2.6160 -0.4037
H19 0.1349 2.6569 -0.7903
H20 -1.3884 2.6373 1.9112
H21 -4.4432 5.4758 -2.7049
H22 -1.6261 -8.1736 3.4214
H23 -4.3551 -0.0161 1.7585
H24 -1.3702 4.4706 -0.5919
H25 -2.7069 -4.2336 -0.6380
H26 7.1034 1.4671 -0.9875
H27 -5.4428 -1.4555 -0.6929
H28 8.1643 3.8120 -2.6545
H29 -2.7589 -4.9101 0.9994
H30 -4.3629 -0.5286 -3.3251
H31 -2.8076 -1.5393 -1.5441
H32 -0.2197 -9.1026 0.6509
H33 -1.3755 -5.2476 -0.1002
H34 0.0000 -5.7484 1.2938
H35 8.7017 2.1318 -2.7478
H36 3.1501 0.8945 -1.8430
H37 4.1805 2.3095 -2.0041
H38 5.0437 3.8450 0.9006
H39 -1.4144 -8.4566 -0.4917
H40 5.6702 0.8502 0.4955
H41 5.6740 3.4835 -1.3131
H42 -0.1476 0.6396 1.0038
H43 -1.9581 -3.6276 2.6625
H44 -3.9653 -1.3975 3.3096
H45 1.3079 1.3829 1.9585
H46 4.6893 1.5598 1.7518
H47 -0.9322 -2.2611 2.3105
H48 1.5932 0.8005 0.0977
H49 0.9966 -3.6977 1.7736

## Properties
- energy (eV) = -55596.6229
- total charge = +1